Entry 1:
Molecular formula: C12H15N3OS
Method: DFT, ωB97M-V with the def2-TZVPD basis set

## Properties
LUMO	-0.64	eV
E_HOMO	-0.3082	hartree
net charge	0
ΔE to the lowest compared entry with this formula, charge and spin	438.9	kJ/mol
E_tot	-1103.86050	a.u.

CARTESIAN COORDINATES (ANGSTROEM)
C (-0.262, 1.474, -4.039)
C (0.353, 1.532, -2.822)
C (0.271, 0.333, -1.937)
C (1.468, -0.449, -1.788)
C (1.454, -1.580, -1.034)
C (2.682, -2.447, -0.871)
N (3.434, -2.090, 0.359)
C (0.240, -1.958, -0.397)
N (0.063, -3.047, 0.364)
S (-1.469, -3.041, 0.806)
N (-2.022, -1.688, 0.104)
C (-0.952, -1.193, -0.535)
C (-0.896, -0.019, -1.332)
H (0.289, 1.586, -4.967)
H (-1.325, 1.243, -4.053)
H (0.847, 2.429, -2.453)
H (2.372, -0.124, -2.286)
H (2.357, -3.479, -0.762)
H (3.331, -2.322, -1.736)
H (2.823, -2.332, 1.135)
H (3.451, -1.074, 0.392)
H (-1.788, 0.575, -1.477)
C (-1.756, 0.778, 2.097)
C (-1.635, 2.225, 2.509)
O (-1.562, 3.111, 1.690)
C (-1.609, 2.515, 3.991)
H (-1.763, 0.715, 1.017)
H (-0.907, 0.207, 2.481)
H (-2.684, 0.354, 2.483)
H (-0.757, 2.015, 4.456)
H (-2.530, 2.163, 4.458)
H (-1.519, 3.588, 4.149)

=====

Entry 2:
Molecular formula: C12H15NO2S
Method: DFT, ωB97M-V with the def2-TZVPD basis set

## Properties
LUMO	0.43	eV
E_HOMO	-0.3048	hartree
net charge	0
ΔE to the lowest compared entry with this formula, charge and spin	1528.1	kJ/mol
E_tot	-1069.14286	a.u.

CARTESIAN COORDINATES (ANGSTROEM)
O (3.123, 2.403, 1.013)
H (2.779, 2.043, 1.704)
C (2.839, 1.734, -0.225)
C (1.284, 1.581, -0.384)
C (0.056, 1.389, -0.525)
C (-1.470, 1.378, -0.393)
N (-2.014, 0.550, 0.837)
C (-1.476, -0.678, 0.576)
C (-2.249, -1.572, -0.395)
H (-1.871, -2.688, -0.172)
O (-3.653, -1.346, -0.082)
C (-4.178, -0.124, -0.304)
C (-3.348, 0.519, 0.691)
H (-3.709, 1.813, 0.729)
H (-3.613, 0.339, 1.688)
H (-5.215, -0.302, 0.129)
H (-3.891, -0.010, -1.176)
H (-1.992, -1.352, -1.251)
H (-0.278, -0.606, 0.434)
H (-1.658, -1.029, 1.828)
H (-1.890, 2.466, -0.452)
H (-1.800, 1.157, -1.282)
C (3.180, 0.341, -0.082)
C (4.045, -0.324, -0.761)
C (4.345, -1.553, -0.826)
C (3.686, -2.102, 0.465)
S (2.598, -1.055, 1.065)
H (3.617, -2.922, 0.922)
H (4.965, -2.395, -0.987)
H (4.640, 0.088, -1.675)
H (3.149, 2.258, -1.109)